Entry i
Formula: C2H7S2
Source: OMol25
Level of theory: the ωB97M-V functional and the def2-TZVPD basis

The HOMO energy is -2.30 eV. The value obtained for the HOMO-LUMO gap is 5.5 eV.

```
! RIJCOSX wB97M-V def2-TZVPD def2/J DEFGRID3
* xyz -1 1
S -3.107 0.389 0.507
H -2.217 1.368 0.362
C 1.547 0.580 0.984
S 1.387 0.136 -0.728
C 1.779 -1.646 -0.758
H 0.650 1.169 1.188
H 1.576 -0.133 1.817
H 2.495 1.122 1.163
H 2.885 -1.777 -0.766
H 1.334 -2.105 -1.643
H 1.371 -2.232 0.079
*
```



Entry ii
Formula: C2H7S2
Source: OMol25
Level of theory: the ωB97M-V functional and the def2-TZVPD basis

The HOMO energy is -2.44 eV. The value obtained for the HOMO-LUMO gap is 5.4 eV.

```
! RIJCOSX wB97M-V def2-TZVPD def2/J DEFGRID3
* xyz -1 1
S -1.116 -4.076 -1.046
H -0.473 -2.961 -1.378
C 0.918 0.759 -0.971
S 0.971 1.527 0.783
C -0.536 0.811 1.531
H 1.195 1.566 -1.713
H 1.804 0.132 -0.899
H -0.103 0.135 -1.267
H -0.508 -0.106 2.135
H -1.191 0.615 0.656
H -0.960 1.598 2.168
*
```



What should be chosen as the most stable of them? Choose entry i.